Record 1
Formula: C4H9NO2
Source: OMol25
Level of theory: the ωB97M-V functional and the def2-TZVPD basis

Output
Electronic energy (eV): -9878.985
ΔE to the lowest compared entry with this formula, charge and spin (kcal per mole): 24.81
SMILES: CN[C@H](C)C(=O)O
Maximum force (eV/A): 1.891

The geometry in XYZ format:
```
16
C4H9NO2, DFT the ωB97M-V functional and the def2-TZVPD basis
C -1.523 1.363 -0.778
N -1.136 0.032 -0.216
C 0.290 -0.073 0.061
C 1.043 -0.710 -1.137
C 0.542 -0.827 1.353
O -0.373 -1.332 1.949
O 1.744 -0.697 1.899
H -1.036 1.534 -1.730
H -1.254 2.137 -0.047
H -2.605 1.296 -0.831
H -1.612 0.017 0.674
H 0.710 0.929 0.189
H 0.701 -0.251 -2.059
H 2.100 -0.612 -0.905
H 0.730 -1.752 -1.231
H 1.679 -1.053 2.809
```

Atomic partial charges in e from the natural (NBO) method, atoms 1 to 6: number 1, C, carries -0.417; number 2, N, carries -0.608; number 3, C, carries -0.152; number 4, C, carries -0.603; number 5, C, carries 0.785; number 6, O, carries -0.603

=====

Record 2
Formula: C38H27Cl2N6O8SSn
Source: OMol25
Level of theory: the ωB97M-V functional and the def2-TZVPD basis

Output
Charge: +1
Electronic energy (eV): -106870.487
ΔE to the lowest compared entry with this formula, charge and spin (kcal per mole): 92.93
Maximum force (eV/A): 1.068

The geometry in XYZ format:
```
83
C38H27Cl2N6O8SSn, DFT the ωB97M-V functional and the def2-TZVPD basis
Sn -0.558 -0.162 -0.619
N -1.724 -3.190 4.430
C -2.617 -2.893 3.475
N -2.758 -1.706 2.964
C -1.944 -0.719 3.392
N -1.950 0.458 2.762
N -2.599 0.560 1.670
C -3.530 1.305 1.257
C -3.944 1.316 -0.146
C -4.873 2.253 -0.575
C -5.256 2.254 -1.907
C -4.703 1.317 -2.756
C -3.778 0.416 -2.239
N -3.401 0.411 -0.970
C -1.065 -0.902 4.511
C -0.332 0.128 5.118
C 0.552 -0.166 6.125
C 0.743 -1.496 6.534
C 0.026 -2.518 5.963
C -0.905 -2.223 4.962
H -1.538 -4.163 4.629
H -3.286 -3.680 3.153
H -4.085 1.928 1.957
H -5.276 2.976 0.123
H -5.974 2.975 -2.271
H -4.976 1.280 -3.802
H -3.320 -0.343 -2.864
H -0.487 1.147 4.790
H 1.101 0.628 6.612
H 1.450 -1.715 7.322
H 0.150 -3.543 6.290
Cl 3.706 -1.429 -3.696
C 3.823 -0.781 -2.132
C 5.049 -0.648 -1.508
C 5.132 -0.163 -0.216
Cl 6.656 -0.136 0.561
C 3.978 0.328 0.480
C 3.996 0.887 1.768
C 2.838 1.413 2.288
C 1.669 1.378 1.523
N 1.629 0.820 0.329
C 2.741 0.286 -0.179
C 2.596 -0.384 -1.478
O 1.480 -0.556 -1.969
H 5.948 -0.950 -2.027
H 4.919 0.907 2.331
H 2.827 1.861 3.272
H 0.742 1.813 1.879
O -0.623 1.425 -2.350
C -1.069 2.346 -1.597
O -1.019 2.272 -0.344
C -1.712 3.532 -2.255
C -1.923 4.700 -1.540
C -2.527 5.812 -2.130
C -2.921 5.685 -3.439
O -3.535 6.604 -4.236
C -3.679 5.999 -5.518
O -3.199 4.662 -5.427
C -2.714 4.511 -4.157
C -2.106 3.420 -3.597
H -1.596 4.733 -0.510
H -2.670 6.740 -1.592
H -3.094 6.554 -6.256
H -4.731 5.992 -5.810
H -1.912 2.511 -4.148
C 5.481 -5.175 -1.895
C 4.173 -4.608 -1.417
C 3.039 -4.644 -2.223
C 1.824 -4.151 -1.771
C 1.746 -3.606 -0.502
C 2.867 -3.550 0.317
C 4.073 -4.051 -0.141
S 0.201 -3.090 0.180
O 0.501 -1.935 1.054
O -0.279 -4.226 0.933
O -0.692 -2.669 -0.911
H 5.478 -5.326 -2.973
H 5.665 -6.140 -1.417
H 6.313 -4.519 -1.635
H 3.107 -5.070 -3.217
H 0.937 -4.179 -2.392
H 2.771 -3.115 1.304
H 4.951 -4.023 0.495
```

Atomic partial charges in e from the Löwdin method, atoms 1 to 6: number 1, Sn, carries 1.571; number 2, N, carries 0.170; number 3, C, carries -0.079; number 4, N, carries 0.189; number 5, C, carries -0.237; number 6, N, carries 0.142

=====

Question: What is the formula in the second record?
Answer: C38H27Cl2N6O8SSn

=====

Question: Number 1 is which compound?
Answer: C4H9NO2